[1]
Entry from the Open Molecules 2025 dataset: a structure of composition C5H11NO3 in a non-equilibrium geometry (the ωB97M-V functional and the def2-TZVPD basis).

Values from the calculation:
Gap between HOMO and LUMO in eV: 9.55
E in eV: -12991.9877
Total charge: 0
Relative energy (zero: lowest compared OMol25 entry of this formula, charge and spin) in kcal/mol: 112.2

Element x y z (Å)
C 2.10 1.49 -0.55
N 1.32 0.29 -0.35
C -0.51 0.40 0.28
C -0.19 0.43 -1.14
O 1.96 -0.86 -0.78
O -0.76 1.41 0.99
H 2.29 -0.73 -1.69
H -1.04 0.61 2.18
H 1.55 2.32 -0.11
H 2.31 1.69 -1.61
H 3.05 1.37 -0.01
H -0.27 -0.51 -1.68
H -0.39 1.37 -1.66
C -2.18 -1.44 0.56
C -0.81 -0.94 1.05
O -0.86 -0.54 2.37
H -0.01 -1.66 0.83
H -2.15 -1.70 -0.50
H -2.46 -2.31 1.15
H -2.94 -0.68 0.71

Charges per atom according to Mulliken partitioning, unit e: -1.02 0.05 1.02 -0.90 -0.46 -0.73 0.35 0.46 0.36 0.34 0.33 0.34 0.36 -1.21 0.14 -0.71 0.31 0.34 0.34 0.28

[2]
Entry from the Open Molecules 2025 dataset: an isolated molecule of C17H19N7O2 in a non-equilibrium geometry (the ωB97M-V functional and the def2-TZVPD basis).

Values from the calculation:
Gap between HOMO and LUMO in eV: 7.61
E in eV: -32463.0132
Total charge: 0
Relative energy (zero: lowest compared OMol25 entry of this formula, charge and spin) in kcal/mol: 3.0
SMILES: NC(=O)c1ncc(N[C@@H]2CCOC[C@@H]2N)nc1-c1cc2cnccc2[nH]1

Element x y z (Å)
N -0.22 5.16 -1.52
C 0.43 4.32 -0.68
O 1.45 4.83 -0.25
C -0.01 2.96 -0.38
N -1.10 2.52 -1.10
C -1.50 1.22 -0.93
C -0.84 0.41 -0.01
N -1.11 -0.90 0.32
C -1.93 -1.77 -0.51
C -2.62 -2.84 0.33
C -1.65 -3.91 0.80
O -0.93 -4.48 -0.30
C -0.18 -3.49 -1.03
C -1.14 -2.52 -1.59
N -0.40 -1.54 -2.42
N 0.22 0.79 0.71
C 0.68 2.04 0.51
C 1.85 2.31 1.37
C 2.52 1.35 2.09
C 3.47 1.94 2.98
C 4.42 1.45 3.89
N 5.22 2.33 4.54
C 5.10 3.63 4.34
C 4.19 4.18 3.45
C 3.36 3.30 2.76
N 2.38 3.50 1.82
H 0.10 6.15 -1.50
H -1.01 4.84 -2.11
H -2.28 0.81 -1.55
H -0.57 -1.30 1.05
H -2.75 -1.17 -0.97
H -3.38 -3.28 -0.27
H -3.06 -2.40 1.19
H -2.18 -4.69 1.35
H -0.92 -3.49 1.54
H 0.56 -3.00 -0.38
H 0.33 -4.00 -1.84
H -1.86 -3.04 -2.25
H 0.34 -1.10 -1.84
H -0.03 -1.98 -3.27
H 2.27 0.32 2.00
H 4.49 0.36 3.97
H 5.75 4.29 4.86
H 4.16 5.25 3.26
H 2.18 4.42 1.37

Charges per atom according to Mulliken partitioning, unit e: -0.45 0.31 -0.77 0.21 -0.56 -0.58 0.39 -0.06 -0.04 -1.13 -0.53 -0.39 -0.76 0.09 -0.60 -0.38 0.70 0.42 -1.09 0.68 -0.51 -0.68 -0.33 -0.43 0.15 -0.11 0.26 0.25 0.37 0.31 0.12 0.45 0.45 0.37 0.29 0.34 0.34 0.45 0.21 0.30 0.59 0.33 0.38 0.36 0.30

[3]
Entry from the Open Molecules 2025 dataset: a structure of composition C5H6O2 in a non-equilibrium geometry (the ωB97M-V functional and the def2-TZVPD basis).

Values from the calculation:
Gap between HOMO and LUMO in eV: 8.54
E in eV: -9372.7942
Total charge: 0
Relative energy (zero: lowest compared OMol25 entry of this formula, charge and spin) in kcal/mol: 99.2

Element x y z (Å)
O 1.33 2.10 0.40
C 0.85 0.95 0.33
C 1.47 -0.21 -0.36
O 0.64 -0.98 -1.03
C -0.71 -0.51 -0.83
C -1.23 -0.64 0.56
C -0.66 0.67 0.09
H 1.24 0.12 1.30
H 2.53 -0.41 -0.55
H -1.32 -0.63 -1.72
H -0.65 -1.23 1.26
H -2.31 -0.72 0.69
H -1.29 1.55 -0.05

Charges per atom according to Mulliken partitioning, unit e: -0.73 0.64 -0.46 -0.33 0.05 -0.73 -0.18 0.05 0.42 0.37 0.21 0.28 0.40

[4]
Entry from the Open Molecules 2025 dataset: a structure of composition C20H14AuI2N3O9 in a non-equilibrium geometry (the ωB97M-V functional and the def2-TZVPD basis).

Values from the calculation:
Gap between HOMO and LUMO in eV: 5.87
E in eV: -63751.1611
Total charge: 0
Relative energy (zero: lowest compared OMol25 entry of this formula, charge and spin) in kcal/mol: 22.5

Element x y z (Å)
Au 0.99 0.13 0.48
O 0.00 -0.25 4.46
C 0.09 -0.53 3.28
O 0.94 0.06 2.49
C -0.79 -1.65 2.75
C -1.31 -2.51 3.69
C -2.11 -3.59 3.31
C -2.34 -3.85 1.98
C -1.82 -2.99 1.02
C -1.09 -1.81 1.37
O -0.78 -0.96 0.45
N -2.06 -3.36 -0.38
O -1.55 -2.71 -1.27
O -2.77 -4.34 -0.58
N -2.69 -4.44 4.33
O -3.39 -5.37 3.96
O -2.46 -4.18 5.50
H -1.09 -2.35 4.73
H -2.91 -4.71 1.68
I 6.22 0.59 -0.16
C 4.69 0.52 -1.57
C 4.97 0.47 -2.94
C 3.97 0.40 -3.87
I 4.49 0.36 -5.90
C 2.62 0.36 -3.46
C 1.49 0.26 -4.31
C 0.23 0.18 -3.78
C 0.06 0.17 -2.39
N 1.10 0.27 -1.59
C 2.36 0.38 -2.08
C 3.38 0.50 -1.09
O 3.07 0.58 0.17
H 6.01 0.48 -3.26
H 1.64 0.24 -5.38
H -0.64 0.11 -4.42
H -0.91 0.05 -1.92
C -2.37 3.54 0.69
C -1.23 4.37 0.09
C -0.33 3.30 -0.52
O -0.60 2.09 0.20
C -1.62 2.32 1.19
H -3.08 3.24 -0.09
H -2.91 4.05 1.48
H -0.70 4.90 0.89
H -1.57 5.09 -0.65
H 0.73 3.54 -0.45
H -0.58 3.13 -1.57
H -1.15 2.52 2.16
H -2.22 1.42 1.26

Charges per atom according to Mulliken partitioning, unit e: 1.20 -0.64 0.34 -0.61 0.46 -0.51 -0.48 -0.17 -0.53 0.62 -0.44 1.01 -0.60 -0.65 1.06 -0.62 -0.62 0.63 0.65 0.10 -0.50 -0.33 -0.30 0.08 0.75 -0.52 -1.31 0.04 -0.16 0.55 0.55 -0.84 0.36 0.22 0.43 0.63 -0.60 -0.66 -0.55 0.00 -0.44 0.29 0.37 0.29 0.34 0.32 0.29 0.26 0.22

[5]
Entry from the Open Molecules 2025 dataset: a structure of composition C41H45N6OPRhSi (the ωB97M-V functional and the def2-TZVPD basis).

Values from the calculation:
Gap between HOMO and LUMO (spin up / spin down) in eV: 6.71 / 5.74
E in eV: -74404.9765
Multiplicity: 5
Total charge: +1

Element x y z (Å)
Rh 0.08 -0.01 -0.19
C 3.87 -0.26 1.10
C 2.88 0.61 1.83
C 3.29 1.44 2.85
C 2.33 2.22 3.50
C 1.00 2.12 3.17
C 0.61 1.20 2.17
N 1.58 0.53 1.47
N -0.64 0.88 1.77
Si -2.07 1.18 2.69
C -3.48 0.22 1.94
C -1.82 0.59 4.44
C -2.57 2.98 2.69
H 4.62 -0.62 1.80
H 4.39 0.29 0.32
H 3.37 -1.12 0.66
H 4.33 1.48 3.14
H 2.63 2.91 4.28
H 0.25 2.73 3.67
H -3.14 -0.70 1.47
H -4.01 0.82 1.19
H -4.21 -0.05 2.72
H -1.63 -0.49 4.44
H -2.72 0.77 5.05
H -0.98 1.08 4.93
H -2.67 3.33 1.65
H -1.85 3.63 3.19
H -3.54 3.11 3.18
O 0.56 -2.14 1.13
C 0.36 -3.52 0.77
C -1.10 -3.91 0.77
C -1.95 -2.92 -0.02
C -1.49 -2.76 -1.44
C -1.74 -3.75 -2.39
C -1.37 -3.55 -3.71
C -0.76 -2.35 -4.06
C -0.51 -1.43 -3.06
N -0.84 -1.63 -1.78
H 0.15 -1.96 1.99
H 0.94 -4.16 1.43
H 0.78 -3.62 -0.23
H -1.48 -3.96 1.80
H -1.18 -4.92 0.36
H -1.90 -1.95 0.45
H -3.00 -3.23 -0.01
H -2.25 -4.66 -2.09
H -1.57 -4.30 -4.46
H -0.48 -2.13 -5.08
H -0.04 -0.48 -3.29
N -0.88 1.25 -1.26
P -1.38 2.37 -2.27
C -0.65 2.16 -3.90
C -1.36 1.53 -4.92
C -0.73 1.26 -6.13
C 0.60 1.61 -6.32
C 1.32 2.22 -5.30
C 0.69 2.50 -4.09
C -0.91 4.01 -1.69
C -0.77 5.11 -2.54
C -0.46 6.35 -2.00
C -0.29 6.49 -0.63
C -0.42 5.40 0.21
C -0.73 4.15 -0.31
C -3.16 2.33 -2.50
C -3.86 1.22 -2.04
C -5.23 1.14 -2.22
C -5.91 2.16 -2.86
C -5.22 3.28 -3.33
C -3.85 3.36 -3.15
H -2.40 1.26 -4.77
H -1.29 0.79 -6.93
H 1.08 1.40 -7.27
H 2.36 2.49 -5.45
H 1.24 2.99 -3.29
H -0.89 4.99 -3.61
H -0.35 7.21 -2.66
H -0.05 7.47 -0.22
H -0.28 5.51 1.28
H -0.82 3.28 0.34
H -3.31 0.43 -1.54
H -5.78 0.27 -1.85
H -6.98 2.10 -3.00
H -5.75 4.08 -3.83
H -3.31 4.24 -3.50
N 5.23 0.26 -5.66
C 4.58 0.14 -4.73
C 3.73 0.00 -3.56
C 3.27 -1.25 -3.18
C 2.42 -1.33 -2.09
N 2.02 -0.26 -1.40
C 2.50 0.93 -1.75
C 3.35 1.11 -2.83
H 3.56 -2.14 -3.72
H 2.03 -2.28 -1.76
H 2.17 1.77 -1.15
H 3.71 2.10 -3.09

Charges per atom according to Mulliken partitioning, unit e: 0.47 -1.41 0.40 -0.82 -0.79 -0.86 0.80 0.56 0.46 -0.22 -0.69 -1.07 -1.01 0.56 0.19 0.05 0.51 0.43 0.44 0.04 0.19 0.43 0.28 0.37 0.33 0.25 0.29 0.46 -0.27 -0.68 -1.01 0.52 0.33 -0.72 -0.76 -1.26 -0.63 1.35 0.20 0.42 0.23 0.45 0.43 -1.43 0.79 0.56 0.45 0.56 0.53 0.34 1.24 0.08 -0.50 -0.81 -0.69 -0.94 -0.48 0.39 -0.38 -0.83 -0.69 -0.77 -0.15 0.09 -0.43 -0.77 -0.54 -0.71 -0.39 0.41 0.49 0.43 0.53 0.80 0.46 0.44 0.41 0.51 0.22 0.44 0.45 0.40 0.44 0.38 -0.46 -0.35 0.52 -0.79 -0.88 1.81 -0.82 -0.75 0.58 0.29 0.62 0.66

[6]
Entry from the Open Molecules 2025 dataset: a structure of composition C46H51N12SiTi (the ωB97M-V functional and the def2-TZVPD basis).

Values from the calculation:
Gap between HOMO and LUMO in eV: 6.41
E in eV: -97382.9160
Total charge: +3

Element x y z (Å)
Ti -0.54 -0.43 -0.25
C -2.56 -4.44 1.34
C -1.90 -3.54 0.50
N -1.88 -2.24 0.77
C -2.55 -1.83 1.86
C -3.18 -2.75 2.70
N -3.18 -4.05 2.44
C -2.62 -0.37 2.05
C -3.25 0.25 3.11
C -3.35 1.64 3.15
C -2.89 2.35 2.03
C -2.29 1.67 1.00
N -2.07 0.34 1.05
C -1.96 2.26 -0.31
C -2.38 3.52 -0.72
N -2.13 3.98 -1.94
C -1.43 3.21 -2.75
C -0.98 1.95 -2.36
N -1.28 1.46 -1.16
C -3.98 2.34 4.28
C -5.04 1.77 4.98
C -5.59 2.47 6.04
N -5.14 3.66 6.43
C -4.13 4.20 5.77
C -3.52 3.59 4.69
H -2.57 -5.50 1.11
H -1.40 -3.90 -0.39
H -3.71 -2.43 3.59
H -3.65 -0.33 3.93
H -3.05 3.42 1.97
H -2.94 4.17 -0.06
H -1.19 3.59 -3.74
H -0.36 1.36 -3.01
H -5.47 0.81 4.69
H -6.43 2.07 6.59
H -3.78 5.17 6.12
H -2.68 4.07 4.20
C -3.06 -1.19 -2.40
N -2.07 -0.84 -3.42
C -2.58 -0.04 -4.53
C -0.78 -1.16 -3.26
N -0.29 -1.36 -1.99
C 0.28 -2.64 -1.69
C 0.06 -3.75 -2.52
C 0.48 -5.01 -2.12
C 1.08 -5.18 -0.88
C 1.27 -4.09 -0.05
C 0.91 -2.81 -0.45
N 1.01 -1.66 0.38
C 2.00 -1.63 1.33
N 1.74 -0.95 2.47
C 2.78 -0.32 3.28
C 0.50 -1.14 3.19
N 3.18 -2.22 1.16
C 3.97 -2.72 2.29
C 3.80 -2.49 -0.14
N 0.03 -1.26 -4.32
C -0.42 -1.72 -5.64
C 1.48 -1.23 -4.16
H -4.01 -1.36 -2.89
H -3.20 -0.37 -1.68
H -2.77 -2.10 -1.88
H -3.23 0.74 -4.12
H -3.17 -0.64 -5.22
H -1.76 0.44 -5.06
H -0.46 -3.64 -3.46
H 0.32 -5.86 -2.78
H 1.38 -6.17 -0.56
H 1.70 -4.25 0.93
H 3.70 -0.23 2.72
H 2.96 -0.87 4.20
H 2.43 0.68 3.53
H -0.21 -1.69 2.58
H 0.08 -0.17 3.48
H 0.69 -1.71 4.10
H 3.35 -2.83 3.17
H 4.83 -2.08 2.51
H 4.35 -3.71 2.01
H 3.23 -2.04 -0.94
H 3.86 -3.57 -0.29
H 4.80 -2.07 -0.13
H -1.44 -2.09 -5.58
H 0.23 -2.53 -5.95
H -0.36 -0.92 -6.38
H 1.74 -0.63 -3.30
H 1.91 -0.78 -5.05
H 1.89 -2.24 -4.04
C 1.22 5.61 -1.85
C 1.80 4.54 -2.51
C 1.81 3.29 -1.91
C 1.23 3.07 -0.66
C 0.66 4.17 -0.01
C 0.66 5.43 -0.59
Si 1.38 1.43 0.23
C 3.19 1.02 0.03
C 3.68 0.50 -1.17
C 5.04 0.50 -1.45
C 5.94 1.01 -0.52
C 5.47 1.54 0.68
C 4.10 1.55 0.94
H 1.23 6.59 -2.30
H 2.28 4.68 -3.47
H 2.32 2.47 -2.42
H 0.25 4.06 0.99
H 0.23 6.28 -0.07
H 1.01 1.69 1.65
H 3.00 0.10 -1.91
H 5.41 0.10 -2.39
H 7.00 1.01 -0.73
H 6.16 1.96 1.39
H 3.76 2.03 1.85

Mulliken atomic charge list, values in e, 99 entries: -1.14 -0.85 -0.37 0.76 -0.59 -0.20 -0.55 0.62 -0.79 0.20 -1.08 0.58 1.37 -0.44 -0.19 -0.46 -1.11 -0.86 1.13 0.21 -0.57 -0.49 -0.52 -0.48 -0.56 0.47 0.36 0.43 0.77 0.77 0.50 0.48 0.73 0.49 0.39 0.39 0.50 -1.03 0.35 -1.33 -1.23 2.50 -0.47 -0.10 -1.01 -1.01 -0.39 -0.35 1.95 -1.23 0.83 -1.34 -1.16 0.60 -1.25 -1.30 0.28 -1.24 -1.03 0.56 0.11 0.28 0.48 0.40 0.44 0.40 0.52 0.50 0.58 0.56 0.43 0.30 -0.02 0.42 0.48 0.41 0.38 0.41 0.37 0.53 0.42 0.43 0.43 0.41 0.08 0.50 0.37 -0.58 -0.93 -0.30 0.45 -0.32 -0.80 1.36 1.49 0.06 -0.88 -0.76 -0.73

[7]
Entry from the Open Molecules 2025 dataset: a cluster of 2 separate species, C22H37F2Si4 in total in a non-equilibrium geometry (the ωB97M-V functional and the def2-TZVPD basis).

Values from the calculation:
Gap between HOMO and LUMO in eV: 5.87
E in eV: -60354.6918
Total charge: +1

Element x y z (Å)
C -2.34 2.74 2.75
Si -2.22 1.53 1.32
C -3.46 0.10 1.39
C -2.44 2.31 -0.38
Si 0.02 0.86 1.78
H 0.06 -2.90 -1.52
Si 1.84 2.08 0.86
C 1.95 3.33 2.25
C 3.40 1.03 0.61
C 1.48 2.84 -0.83
Si 0.44 -0.89 3.36
C 0.46 0.21 4.88
C -0.92 -2.22 3.38
C 2.06 -1.81 3.04
H -3.33 3.23 2.77
H -2.19 2.22 3.70
H -1.58 3.53 2.63
H -4.50 0.46 1.39
H -3.36 -0.56 0.52
H -3.32 -0.49 2.31
H -3.43 2.80 -0.48
H -1.67 3.07 -0.56
H -2.39 1.56 -1.19
H 2.75 4.06 2.07
H 0.99 3.88 2.33
H 2.15 2.81 3.21
H 4.29 1.66 0.40
H 3.63 0.45 1.52
H 3.29 0.34 -0.24
H 2.24 3.58 -1.12
H 1.47 2.07 -1.63
H 0.50 3.34 -0.83
H 0.64 -0.38 5.79
H 1.26 0.96 4.78
H -0.51 0.71 4.99
H -0.80 -2.91 4.23
H -1.91 -1.75 3.46
H -0.88 -2.83 2.47
H 2.33 -2.48 3.87
H 1.99 -2.44 2.14
H 2.89 -1.10 2.92
F -3.42 0.93 -3.97
C -3.09 -0.34 -3.55
C -4.13 -1.20 -3.26
C -3.78 -2.44 -2.73
C -2.43 -2.78 -2.52
C -1.37 -1.89 -2.83
C 0.03 -2.44 -2.51
C 1.34 -1.78 -2.88
C 2.48 -2.55 -2.60
C 3.78 -2.10 -2.85
C 4.01 -0.83 -3.38
C 2.88 -0.06 -3.64
F 3.08 1.24 -4.07
C 1.56 -0.50 -3.43
C -1.73 -0.64 -3.36
H -5.16 -0.90 -3.43
H -4.56 -3.16 -2.47
H -2.18 -3.77 -2.11
H 0.05 -3.41 -3.05
H 2.34 -3.55 -2.18
H 4.64 -2.74 -2.63
H 5.01 -0.43 -3.60
H 0.76 0.20 -3.69
H -1.01 0.13 -3.62

Charges per atom according to Mulliken partitioning, unit e: -1.10 0.65 -0.93 -0.72 -0.58 0.55 0.63 -1.11 -0.82 -0.77 0.62 -1.08 -0.99 -0.99 0.41 0.32 0.32 0.38 0.25 0.26 0.39 0.28 0.03 0.41 0.32 0.32 0.39 0.27 0.15 0.38 0.11 0.29 0.41 0.31 0.31 0.36 0.27 0.31 0.36 0.30 0.27 -0.36 0.21 -0.71 -0.50 -0.92 0.95 -1.13 0.96 -0.93 -0.49 -0.73 0.22 -0.36 -0.40 -0.42 0.48 0.40 0.39 0.55 0.42 0.39 0.45 0.48 0.49

[8]
Entry from the Open Molecules 2025 dataset: a cluster of 4 separate species, C10H18Cl6O3 in total in a non-equilibrium geometry (the ωB97M-V functional and the def2-TZVPD basis).

Values from the calculation:
Gap between HOMO and LUMO in eV: 10.70
E in eV: -91939.9482
Total charge: 0
Relative energy (zero: lowest compared OMol25 entry of this formula, charge and spin) in kcal/mol: 0.0
SMILES: C[C@H]1COC(=O)O1.ClCCCl.ClCCCl.ClCCCl

Element x y z (Å)
C 2.98 5.01 8.42
C 3.63 4.00 7.51
C 4.04 4.53 6.15
O 5.46 4.31 6.09
C 5.87 3.63 7.19
O 6.98 3.21 7.34
O 4.87 3.53 8.10
H 2.64 4.55 9.36
H 2.07 5.41 7.97
H 3.59 5.86 8.72
H 3.04 3.08 7.49
H 3.90 5.58 5.94
H 3.58 3.95 5.35
Cl 2.48 0.50 10.22
C 1.85 0.72 11.85
C 2.66 1.70 12.67
Cl 2.47 3.35 12.02
H 1.76 -0.25 12.34
H 0.83 1.10 11.80
H 3.73 1.50 12.63
H 2.31 1.67 13.70
Cl 5.77 4.15 12.93
C 6.02 4.00 11.15
C 7.46 3.69 10.84
Cl 7.73 1.93 10.79
H 5.68 4.93 10.71
H 5.35 3.22 10.79
H 8.17 4.18 11.49
H 7.72 4.05 9.84
Cl 2.12 0.78 5.99
C 0.67 0.76 7.04
C 0.12 -0.64 7.15
Cl -0.55 -1.20 5.59
H -0.04 1.49 6.67
H 1.01 1.10 8.01
H -0.70 -0.71 7.85
H 0.91 -1.31 7.46

Charges per atom according to Mulliken partitioning, unit e: -1.33 1.18 -0.35 -0.37 0.58 -0.54 -0.20 0.12 0.41 0.38 -0.42 0.29 0.27 -0.15 -0.49 -0.46 -0.18 0.36 0.28 0.28 0.35 -0.20 -0.07 -0.36 -0.20 0.15 0.08 0.41 0.20 -0.19 -0.19 -0.46 -0.19 0.36 0.02 0.33 0.30

[9]
Entry from the Open Molecules 2025 dataset: an isolated molecule of C8H13NO3P2 in a non-equilibrium geometry (the ωB97M-V functional and the def2-TZVPD basis).

Values from the calculation:
Gap between HOMO and LUMO (spin up / spin down) in eV: 6.77 / 6.87
E in eV: -34711.0591
Total charge: 0

Element x y z (Å)
C -2.55 -0.55 -0.10
C -1.38 -0.99 0.19
C -2.96 0.81 -0.34
C -0.54 -2.14 0.16
C -1.87 1.91 -0.06
C -1.00 1.69 1.15
C 1.32 -3.01 -1.03
C 2.56 -0.20 0.69
N -0.05 0.65 1.06
O -4.02 1.10 -0.92
O -0.45 -3.06 0.93
O 0.38 -1.94 -0.94
P 1.73 2.88 -0.09
P 1.14 0.73 -0.12
H -3.41 -1.20 -0.37
H -1.33 1.81 -0.99
H -2.38 2.83 0.00
H -0.47 2.53 1.51
H -1.73 1.43 2.16
H 0.73 -3.79 -1.43
H 1.71 -3.25 -0.04
H 2.04 -2.76 -1.68
H 3.31 0.45 1.23
H 3.11 -0.84 -0.13
H 2.20 -0.91 1.49
H 2.72 2.61 -0.97
H 1.19 3.20 -1.37

Charges per atom according to Mulliken partitioning, unit e: -0.15 0.08 0.46 0.31 -0.37 -0.93 -0.87 -0.90 -0.20 -0.60 -0.54 -0.27 -0.21 0.35 0.38 0.22 0.40 0.54 0.24 0.35 0.37 0.30 0.40 0.21 0.28 0.08 0.07